1.
{"formula": "C4H14N", "method": "ωB97M-V/def2-TZVPD", "e_homo_ev": -15.40, "e_tot_ev": -5858.31257, "charge": 1, "de_lowest_ev": 0.5411, "lumo_energy_ha": -0.146, "homo_lumo_gap_ev": 11.436, "elements": ["C", "C", "C", "C", "H", "H", "H", "H", "H", "H", "H", "H", "H", "H", "N", "H", "H", "H", "H"], "coordinates": [[-0.64, -1.24, -1.36], [-0.94, -0.54, -0.01], [0.26, -0.58, 0.96], [0.24, 0.42, 2.12], [0.42, -1.13, -1.63], [-1.22, -0.87, -2.21], [-0.77, -2.32, -1.32], [-1.72, -1.13, 0.47], [-1.35, 0.48, -0.13], [1.19, -0.41, 0.41], [0.37, -1.62, 1.30], [0.05, 1.44, 1.76], [1.19, 0.43, 2.66], [-0.56, 0.20, 2.82], [0.82, 1.50, -1.31], [1.33, 2.21, -1.83], [0.75, 0.64, -1.86], [1.32, 1.27, -0.45], [-0.12, 1.85, -1.10]], "nbo_charge": [-0.624, -0.425, -0.396, -0.615, 0.161, 0.225, 0.254, 0.246, 0.172, 0.141, 0.238, 0.179, 0.233, 0.235, -0.868, 0.455, 0.465, 0.463, 0.459]}


2.
{"formula": "C4H14N", "method": "ωB97M-V/def2-TZVPD", "e_homo_ev": -14.09, "e_tot_ev": -5857.47448, "charge": 1, "de_lowest_ev": 1.3791, "lumo_energy_ha": -0.136, "homo_lumo_gap_ev": 10.391, "elements": ["C", "C", "H", "H", "H", "H", "H", "H", "C", "N", "C", "H", "H", "H", "H", "H", "H", "H", "H"], "coordinates": [[-2.56, 0.73, -2.62], [-2.43, -0.15, -1.38], [-2.63, 1.80, -2.37], [-1.55, 0.80, -3.07], [-3.32, 0.39, -3.31], [-1.55, -0.78, -1.19], [-3.17, -0.97, -1.33], [-2.58, 0.48, -0.48], [1.75, 0.84, 0.75], [1.25, -0.49, 1.26], [2.24, -1.07, 2.25], [2.78, 0.95, 1.09], [1.14, 1.66, 1.14], [1.76, 0.94, -0.34], [0.25, -0.50, 1.48], [1.36, -1.17, 0.47], [2.19, -0.35, 3.09], [1.82, -1.97, 2.70], [3.24, -1.13, 1.82]], "nbo_charge": [-0.626, -0.624, 0.218, 0.205, 0.231, 0.177, 0.224, 0.198, -0.437, -0.508, -0.418, 0.236, 0.248, 0.252, 0.454, 0.439, 0.234, 0.248, 0.249]}


3.
{"formula": "C4H14N", "method": "ωB97M-V/def2-TZVPD", "e_homo_ev": -14.39, "e_tot_ev": -5857.81635, "charge": 1, "de_lowest_ev": 1.0373, "lumo_energy_ha": -0.143, "homo_lumo_gap_ev": 10.490, "elements": ["C", "C", "N", "H", "H", "H", "H", "H", "H", "H", "H", "C", "C", "H", "H", "H", "H", "H", "H"], "coordinates": [[-1.28, 0.89, 0.17], [-0.96, 0.07, 1.42], [-2.75, 0.80, -0.30], [-1.04, 1.94, 0.18], [-0.74, 0.47, -0.68], [-0.79, 0.84, 2.19], [-0.12, -0.58, 1.25], [-3.30, 0.86, 0.57], [-2.96, 1.63, -0.86], [-2.90, -0.12, -0.70], [-1.83, -0.47, 1.78], [2.14, -0.52, -1.32], [2.53, -1.08, 0.06], [1.17, -0.02, -1.30], [2.67, 0.39, -1.53], [2.31, -1.27, -2.08], [1.93, -0.65, 0.86], [3.59, -1.03, 0.28], [2.35, -2.16, 0.02]], "nbo_charge": [-0.216, -0.648, -0.679, 0.230, 0.227, 0.248, 0.261, 0.440, 0.455, 0.452, 0.224, -0.608, -0.611, 0.165, 0.215, 0.226, 0.182, 0.227, 0.210]}


4.
{"formula": "C4H14N", "method": "ωB97M-V/def2-TZVPD", "e_homo_ev": [-20.51, -20.51], "s_squared": 0.753, "e_tot_ev": -5842.89046, "charge": 2, "de_lowest_ev": 1.4265, "lumo_energy_ha": [-0.266, -0.551], "multiplicity": 2, "homo_lumo_gap_ev": [13.282, 5.522], "elements": ["C", "C", "H", "H", "H", "H", "H", "H", "C", "C", "N", "H", "H", "H", "H", "H", "H", "H", "H"], "coordinates": [[-0.03, -1.78, 0.18], [-0.20, -3.31, 0.47], [-0.93, -1.20, -0.08], [0.35, -1.38, 1.20], [0.70, -1.63, -0.60], [-0.52, -3.66, 1.46], [-0.73, -3.58, -0.46], [0.81, -3.71, 0.42], [0.03, 2.44, -0.19], [-0.79, 1.44, 0.66], [0.88, 1.71, -1.21], [-0.43, 3.33, -0.70], [0.71, 2.97, 0.50], [-1.79, 1.19, 0.18], [-1.07, 2.02, 1.57], [0.27, 1.34, -1.95], [1.62, 2.31, -1.62], [1.25, 0.90, -0.73], [-0.14, 0.60, 0.89]], "nbo_charge": [-0.480, -0.457, 0.271, 0.409, 0.243, 0.300, 0.422, 0.269, -0.247, -0.640, -0.669, 0.271, 0.246, 0.256, 0.294, 0.444, 0.474, 0.420, 0.174]}


5.
{"formula": "C4H14N2", "method": "ωB97M-V/def2-TZVPD", "e_homo_ev": [1.51, -5.00], "s_squared": 0.750, "e_tot_ev": -7351.11126, "charge": -1, "de_lowest_ev": 2.3866, "lumo_energy_ha": [0.138, 0.145], "multiplicity": 2, "homo_lumo_gap_ev": [2.249, 8.948], "elements": ["C", "N", "C", "H", "H", "H", "H", "H", "H", "H", "C", "N", "C", "H", "H", "H", "H", "H", "H", "H"], "coordinates": [[3.34, -0.89, -3.05], [2.52, -0.85, -1.80], [2.50, 0.50, -1.22], [2.71, -0.29, -3.75], [4.33, -0.38, -2.86], [3.59, -1.88, -3.35], [2.85, -1.59, -1.13], [2.94, 0.57, -0.13], [1.38, 0.54, -0.96], [2.66, 1.33, -2.10], [-2.72, -0.59, 2.87], [-2.42, 0.75, 2.40], [-3.06, 1.10, 1.06], [-1.80, -1.11, 2.73], [-3.08, -0.71, 3.93], [-3.44, -1.13, 2.22], [-2.69, 1.41, 3.12], [-2.21, 1.26, 0.34], [-3.95, 1.84, 1.03], [-3.45, 0.12, 0.64]], "nbo_charge": [-0.477, -0.683, -0.808, 0.186, 0.153, 0.181, 0.344, 0.176, 0.186, 0.181, -0.527, -0.664, -0.653, 0.183, 0.169, 0.169, 0.345, 0.191, 0.172, 0.176]}


6.
{"formula": "C4H14N2", "method": "ωB97M-V/def2-TZVPD", "e_homo_ev": -8.59, "e_tot_ev": -7354.35433, "smiles": "CCN.CNC", "de_lowest_ev": 0.7626, "lumo_energy_ha": 0.043, "homo_lumo_gap_ev": 9.769, "elements": ["C", "C", "N", "H", "H", "H", "H", "H", "H", "H", "C", "N", "C", "H", "H", "H", "H", "H", "H", "H"], "coordinates": [[0.76, 0.78, -4.24], [0.35, 1.50, -5.52], [1.39, 1.54, -6.56], [-0.11, 0.42, -3.68], [1.37, -0.10, -4.47], [1.34, 1.43, -3.58], [-0.52, 1.01, -5.97], [0.13, 2.54, -5.25], [2.31, 1.62, -6.15], [1.36, 0.70, -7.12], [-1.42, -2.04, 5.92], [-0.23, -1.34, 5.44], [-0.44, -0.11, 4.69], [-2.31, -1.70, 5.39], [-1.35, -3.11, 5.73], [-1.55, -1.88, 6.99], [0.39, -1.95, 4.92], [-0.18, 0.76, 5.29], [-1.48, 0.06, 4.36], [0.20, -0.13, 3.81]], "nbo_charge": [-0.629, -0.217, -0.836, 0.210, 0.201, 0.203, 0.187, 0.181, 0.349, 0.352, -0.409, -0.638, -0.410, 0.172, 0.193, 0.185, 0.357, 0.183, 0.174, 0.192]}